1.
DFT (wB97M-V/def2-TZVPD) results for a 2-piece molecular cluster, C12H16Cl2FN2O overall at a distorted geometry.

## Properties
* multiplicity: 1
* E_LUMO: -5.25 eV
* total charge: +1
* total energy: -1671.54463 a.u.
* relative energy (zero: lowest compared OMol25 entry of this formula, charge and spin): 14.46 kcal per mole

Cartesian coordinates (Å):
C1 2.423 -1.943 1.537
C2 1.018 -1.617 1.050
C3 -0.095 -2.278 1.679
N1 -1.284 -1.718 1.678
C4 -2.354 -2.750 1.522
C5 -3.648 -2.141 1.065
O1 -3.832 -0.918 1.794
C6 -2.959 0.100 1.315
C7 -1.530 -0.264 1.691
H1 3.011 -1.042 1.378
H2 2.582 -2.264 2.572
H3 2.842 -2.757 0.972
H4 0.871 -0.499 1.156
H5 -0.136 -3.340 2.005
H6 -1.981 -3.422 0.753
H7 -2.463 -3.324 2.465
H8 -3.580 -1.950 -0.028
H9 -4.447 -2.862 1.303
H10 -3.074 0.203 0.218
H11 -3.301 1.015 1.818
H12 -1.365 0.170 2.676
H13 -0.904 0.260 0.979
Cl1 -0.592 1.684 -2.496
C8 0.853 2.626 -2.593
N2 1.553 2.763 -1.472
F1 0.930 -2.046 -0.328
C9 2.798 3.228 -1.598
Cl2 3.873 3.029 -0.277
C10 3.284 3.777 -2.793
C11 2.481 3.785 -3.931
C12 1.278 3.110 -3.831
H14 4.297 4.143 -2.767
H15 2.797 4.318 -4.832
H16 0.655 2.924 -4.678

=====

2.
DFT (wB97M-V/def2-TZVPD) results for a 8-piece molecular cluster, C25H34F3O21P overall at a distorted geometry.

## Properties
* structure (SMILES): FC(F)=C(F)CCP.O=C1OCCO1.O=C1OCCO1.O=C1OCCO1.O=C1OCCO1.O=C1OCCO1.O=C1OCCO1.O=C1OCCO1
* multiplicity: 1
* E_LUMO: 0.16 eV
* total energy: -3193.96069 a.u.

Cartesian coordinates (Å):
F1 1.855 3.235 1.773
C1 2.137 3.337 0.481
F2 3.269 4.015 0.332
C2 1.384 2.807 -0.508
F3 0.852 3.696 -1.408
C3 1.094 1.370 -0.817
C4 2.319 0.457 -0.785
P1 3.019 0.248 0.916
H1 0.323 0.971 -0.151
H2 0.661 1.359 -1.819
H3 2.007 -0.525 -1.137
H4 3.102 0.785 -1.467
H5 4.318 0.749 0.713
H6 3.207 -1.137 1.075
O1 -0.906 -2.132 -2.745
C5 -1.884 -1.494 -2.525
O2 -2.638 -1.595 -1.399
C6 -3.581 -0.512 -1.388
C7 -3.680 -0.166 -2.861
O3 -2.399 -0.563 -3.359
H7 -4.528 -0.815 -0.958
H8 -3.165 0.305 -0.794
H9 -4.449 -0.748 -3.371
H10 -3.849 0.890 -3.050
O4 -2.096 8.499 -3.625
C8 -1.624 8.026 -2.643
O5 -0.527 8.506 -2.008
C9 -0.400 7.826 -0.755
C10 -1.153 6.537 -1.009
O6 -2.106 6.937 -2.001
H11 0.648 7.674 -0.508
H12 -0.869 8.427 0.023
H13 -0.516 5.757 -1.427
H14 -1.657 6.154 -0.126
O7 1.302 -2.611 -1.185
C11 0.627 -2.656 -0.214
O8 0.185 -3.794 0.363
C12 -0.392 -3.471 1.626
C13 -0.779 -2.017 1.432
O9 0.184 -1.567 0.473
H15 -1.236 -4.124 1.827
H16 0.359 -3.610 2.406
H17 -1.775 -1.908 1.000
H18 -0.709 -1.422 2.340
O10 -1.984 8.210 2.291
C14 -1.430 9.223 2.574
O11 -2.043 10.415 2.746
C15 -1.095 11.337 3.291
C16 0.226 10.734 2.848
O12 -0.094 9.342 2.759
H19 -1.271 12.334 2.899
H20 -1.204 11.351 4.376
H21 0.535 11.087 1.863
H22 1.036 10.890 3.556
O13 0.826 -8.451 1.621
C17 0.990 -7.915 0.570
O14 1.822 -8.356 -0.397
C18 1.580 -7.584 -1.588
C19 0.989 -6.308 -1.026
O15 0.372 -6.777 0.188
H23 2.500 -7.419 -2.132
H24 0.876 -8.130 -2.219
H25 1.748 -5.569 -0.771
H26 0.249 -5.843 -1.670
O16 3.976 -6.245 -2.969
C20 4.912 -6.279 -2.236
O17 4.966 -5.654 -1.038
C21 6.131 -6.111 -0.344
C22 7.019 -6.573 -1.485
O18 6.059 -6.948 -2.479
H27 6.561 -5.303 0.243
H28 5.846 -6.927 0.321
H29 7.640 -5.770 -1.883
H30 7.648 -7.421 -1.231
O19 -6.053 -0.987 0.703
C23 -5.645 -1.925 1.307
O20 -4.361 -2.362 1.272
C24 -4.203 -3.360 2.286
C25 -5.624 -3.855 2.475
O21 -6.392 -2.703 2.117
H31 -3.519 -4.134 1.950
H32 -3.803 -2.886 3.185
H33 -5.875 -4.670 1.795
H34 -5.848 -4.157 3.494